62
Properties=species:S:1:pos:R:3:forces:R:3:lowdin_charge:R:1 method="wB97M-V/def2-TZVPD" lumo_energy_ha=0.0181 homo_ha=-0.322 total_energy_ev=-75687.839 fmax_ha_per_bohr=0.183 homo_lumo_gap_ev=9.2 multiplicity=1
F -4.308 -0.375 -0.006 0.603 -0.111 0.477 0.09
C -3.384 -1.103 0.660 -0.299 0.680 0.436 -0.27
F -2.345 -0.261 0.908 0.307 -0.800 -0.377 0.06
C -2.913 -2.318 -0.133 0.333 -0.365 -1.036 -0.43
F -2.258 -1.948 -1.266 -0.240 0.122 0.474 0.12
F -1.988 -2.986 0.626 -0.409 0.275 0.263 0.10
C -4.014 -3.326 -0.495 -0.120 -1.108 -0.068 -0.05
O -4.582 -3.203 -1.803 -0.684 1.732 0.346 0.03
C -5.616 -2.228 -1.930 0.079 -1.872 1.074 -0.48
F -6.005 -1.832 -0.695 -0.397 0.038 -0.849 0.12
F -6.682 -2.885 -2.464 0.547 0.598 -0.149 0.14
C -5.222 -1.060 -2.840 0.282 0.964 -0.600 -0.26
F -4.093 -0.440 -2.412 -0.363 -0.466 -0.297 0.09
F -6.197 -0.109 -2.866 0.035 -0.617 0.219 0.09
H -3.806 -1.399 1.625 0.034 -0.155 -0.056 0.18
H -3.538 -4.314 -0.502 0.097 0.334 -0.155 0.15
H -4.786 -3.401 0.281 0.201 0.319 -0.158 0.15
H -5.051 -1.400 -3.865 -0.081 -0.221 0.139 0.18
F -2.755 5.264 2.534 0.288 0.538 -0.022 0.08
C -1.674 6.044 2.755 -0.600 0.825 -0.443 -0.29
F -1.633 6.935 1.728 0.333 -0.145 0.155 0.09
C -0.378 5.244 2.823 0.626 -0.798 -0.555 -0.43
F -0.094 4.654 1.631 -0.289 0.318 0.352 0.13
F 0.650 6.121 3.053 -0.530 0.079 0.239 0.10
C -0.325 4.183 3.933 0.779 -0.377 0.712 -0.06
O -0.653 2.845 3.549 -1.809 0.403 -0.448 0.03
C -2.047 2.545 3.510 1.318 0.614 1.427 -0.47
F -2.731 3.543 4.120 -0.224 -0.873 -0.111 0.12
F -2.212 1.446 4.297 -0.088 0.167 -0.689 0.14
C -2.552 2.247 2.095 -0.002 -0.069 -0.997 -0.27
F -2.306 3.271 1.241 0.081 -0.471 0.353 0.09
F -3.901 2.053 2.087 0.278 -0.047 0.470 0.09
H -1.839 6.611 3.676 0.150 -0.101 0.083 0.17
H 0.724 4.121 4.251 -0.167 -0.008 -0.339 0.15
H -0.865 4.494 4.836 -0.087 0.034 -0.399 0.15
H -2.078 1.349 1.690 0.029 0.571 0.519 0.14
C 7.680 -0.287 -1.192 0.360 0.880 1.213 -0.15
N 6.951 -1.069 -2.267 0.798 -1.204 1.196 -0.12
C 6.955 -2.548 -1.949 2.637 0.483 -1.785 -0.23
O 6.054 -2.955 -0.861 -2.995 2.671 -1.483 -0.04
C 4.805 -2.178 -0.844 -1.721 5.427 2.417 -0.23
O 4.654 -0.968 -0.235 1.428 -8.485 -3.854 0.00
O 3.605 -2.777 -1.486 3.035 0.663 2.877 -0.07
C 2.460 -2.811 -0.558 -2.511 -0.088 0.482 -0.13
C 1.211 -1.882 -1.167 0.596 -0.007 0.823 -0.28
O 0.751 -2.435 -2.480 1.774 -1.095 1.482 -0.11
C 1.603 -0.301 -1.347 0.160 -0.893 -1.345 -0.21
N 0.381 0.401 -1.924 0.655 -0.860 0.433 -0.04
H 8.536 0.407 -1.611 -1.851 -1.358 0.603 0.09
H 8.214 -0.994 -0.392 -1.246 1.308 -1.813 0.10
H 6.905 0.377 -0.580 1.726 -1.446 -1.384 0.09
H 7.293 -0.854 -3.229 -0.376 -0.615 1.336 0.11
H 6.806 -3.142 -2.958 -0.308 1.091 2.168 0.15
H 8.057 -2.827 -1.585 -2.560 0.216 -0.321 0.14
H 2.724 -2.538 0.555 -0.334 -0.194 -2.454 0.15
H 2.009 -3.916 -0.514 1.327 2.134 -0.338 0.14
H 0.270 -1.935 -0.435 2.133 -0.050 -1.310 0.14
H 1.185 -3.347 -2.612 -0.929 2.202 0.423 0.11
H 2.017 0.197 -0.364 -1.052 -1.149 -1.881 0.13
H 2.440 -0.240 -2.177 -1.512 -0.122 1.876 0.13
H 0.359 0.247 -2.962 -0.233 -0.091 1.666 0.08
H -0.466 -0.010 -1.461 0.988 0.578 -1.015 0.05

=====

52
Properties=species:S:1:pos:R:3:forces:R:3:lowdin_spin:R:1 method="wB97M-V/def2-TZVPD" lumo_energy_ha="-0.1149 / -0.1175" homo_ha="-0.341 / -0.341" total_energy_ev=-106211.233 fmax_ha_per_bohr=0.063 homo_lumo_gap_ev="6.1 / 6.1" relative_energy_ev=0.603 multiplicity=2 total_charge=+1
Ti -0.406 -0.305 -0.856 0.354 2.811 -1.357 0.91
C 4.370 1.327 0.382 0.175 0.239 0.051 0.00
N 3.414 0.264 0.162 -0.678 -0.233 0.098 0.00
C 3.967 -0.958 -0.389 -0.147 -0.373 -0.085 0.00
C 2.098 0.382 0.300 0.775 0.527 0.651 0.00
O 1.310 -0.600 0.253 0.313 -0.366 0.124 0.01
C 1.516 1.723 0.748 0.181 0.068 -0.161 0.00
O 0.120 1.667 0.532 0.264 -0.282 0.351 0.00
C -0.733 1.765 1.656 -0.150 0.084 -0.111 0.00
C -1.575 0.492 1.746 0.104 0.177 0.029 0.01
O -1.384 -0.399 0.887 -0.367 -0.013 1.408 0.01
N -2.474 0.377 2.718 0.341 -0.211 -0.502 0.01
C -3.396 -0.743 2.755 -0.142 -0.432 -0.114 0.00
C -2.751 1.434 3.670 -0.023 0.452 0.121 0.00
H 5.114 0.992 1.107 -0.011 0.034 -0.041 0.00
H 4.877 1.569 -0.554 -0.061 0.018 0.021 0.00
H 3.900 2.224 0.766 -0.020 0.015 0.029 0.00
H 4.287 -1.641 0.402 0.020 0.030 -0.060 0.00
H 3.207 -1.444 -1.001 0.155 0.027 0.058 0.00
H 4.816 -0.707 -1.023 -0.023 0.000 0.054 0.00
H 1.751 1.890 1.807 0.022 -0.004 -0.135 0.00
H 1.918 2.542 0.141 -0.084 -0.149 0.154 0.00
H -0.158 1.910 2.578 -0.104 -0.008 -0.103 0.00
H -1.391 2.633 1.498 0.077 -0.241 0.139 0.00
H -3.128 -1.478 1.999 -0.002 0.123 0.076 0.00
H -3.373 -1.220 3.736 0.049 0.090 0.012 0.00
H -4.410 -0.388 2.561 0.007 -0.014 -0.005 0.00
H -1.842 1.921 4.018 -0.004 -0.044 -0.012 0.00
H -3.410 2.185 3.229 -0.008 0.016 0.046 0.00
H -3.256 0.999 4.530 0.077 0.016 -0.025 0.00
O 0.409 5.834 -3.932 0.063 0.451 -0.205 0.00
C 0.257 4.753 -3.458 -0.071 -0.344 0.198 0.00
S 1.538 3.531 -3.355 -0.017 -0.325 0.116 0.00
C 0.571 2.283 -2.563 -0.447 0.457 -0.200 0.01
C -0.716 2.585 -2.283 0.609 0.262 -0.290 0.00
S -1.856 1.530 -1.505 -0.712 0.234 -0.165 -0.01
S -1.272 4.187 -2.759 -0.083 -0.193 0.129 0.00
S 1.334 0.752 -2.229 0.227 0.062 -0.305 0.00
O -1.042 -0.839 -3.125 -0.298 -0.180 -0.392 0.00
H -0.318 -0.759 -3.770 -0.132 0.123 0.327 0.00
H -1.741 -0.220 -3.414 0.388 -0.092 0.217 0.00
I -3.504 -1.544 -1.062 0.008 -0.534 -0.211 0.00
C -1.850 -2.846 -0.869 -0.234 0.733 -0.020 0.01
C -2.094 -4.185 -0.651 0.168 -0.336 0.015 0.00
C -1.012 -5.047 -0.524 0.193 0.680 -0.112 0.01
C 0.268 -4.503 -0.627 -0.332 -0.254 -0.022 0.00
C 0.413 -3.150 -0.842 0.133 0.231 -0.186 0.01
N -0.628 -2.294 -0.955 -0.410 -3.204 0.295 0.00
H -3.109 -4.542 -0.581 -0.034 -0.001 -0.037 0.00
H -1.168 -6.101 -0.363 0.015 -0.134 0.045 0.00
H 1.144 -5.129 -0.550 0.056 0.024 -0.008 0.00
H 1.399 -2.710 -0.946 -0.180 -0.016 0.104 0.00

=====

43
Properties=species:S:1:pos:R:3:forces:R:3:lowdin_charge:R:1 method="wB97M-V/def2-TZVPD" lumo_energy_ha=0.0262 homo_ha=-0.300 total_energy_ev=-26071.311 fmax_ha_per_bohr=0.025 homo_lumo_gap_ev=8.9 relative_energy_ev=2.381 multiplicity=1
C 2.356 1.448 -5.630 -0.197 0.049 0.084 -0.10
C 1.477 2.207 -4.644 0.131 0.009 -0.019 -0.25
C 2.288 2.744 -3.461 -0.025 -0.002 -0.066 -0.12
C 2.964 1.637 -2.672 -0.120 0.391 -0.073 -0.48
O 4.160 1.426 -2.770 0.359 0.028 -0.146 0.05
N 2.195 0.875 -1.858 0.003 -0.307 0.199 -0.04
C 0.778 1.018 -1.603 -0.380 0.089 0.069 -0.14
C 0.460 0.540 -0.191 -0.215 0.161 -0.101 -0.16
N 0.707 -0.888 -0.056 0.010 -0.024 0.057 -0.17
C 0.823 -1.274 1.338 -0.022 -0.093 -0.047 -0.17
C -0.477 -1.041 2.064 0.096 0.110 0.216 -0.23
C -0.516 -0.348 3.261 0.138 -0.101 -0.176 -0.04
C -1.708 -0.132 3.951 -0.475 -0.060 0.042 0.01
C -2.854 -0.633 3.387 0.180 -0.210 -0.414 -0.21
C -2.824 -1.329 2.176 0.144 0.250 0.438 -0.19
C -1.652 -1.548 1.499 -0.358 -0.011 0.108 0.05
O -4.097 -1.711 1.842 0.444 -0.066 -0.238 0.04
C -4.928 -1.244 2.883 -1.257 -0.165 0.074 -0.16
O -4.145 -0.565 3.841 0.415 0.188 0.188 0.03
C 1.812 -1.327 -0.900 0.129 0.069 -0.224 -0.15
C 2.835 -0.225 -1.152 0.228 -0.313 0.027 -0.12
H 1.762 1.070 -6.460 0.003 -0.055 -0.086 0.07
H 2.843 0.609 -5.140 0.101 -0.114 -0.020 0.07
H 3.130 2.100 -6.028 0.119 0.024 -0.062 0.08
H 0.682 1.551 -4.287 -0.091 0.043 -0.012 0.09
H 1.005 3.050 -5.153 -0.070 -0.038 0.063 0.11
H 3.088 3.381 -3.842 -0.020 -0.038 0.123 0.12
H 1.653 3.347 -2.809 0.023 0.036 0.003 0.11
H 0.191 0.426 -2.317 -0.046 0.099 0.037 0.13
H 0.482 2.064 -1.700 -0.026 -0.115 -0.015 0.12
H 1.063 1.125 0.526 -0.031 -0.002 -0.026 0.13
H -0.594 0.729 0.032 0.101 0.135 -0.003 0.13
H 1.635 -0.732 1.857 -0.035 -0.053 -0.002 0.12
H 1.054 -2.343 1.368 0.090 0.067 0.008 0.13
H 0.401 0.037 3.682 0.126 0.045 0.002 0.11
H -1.733 0.405 4.884 -0.007 0.081 0.132 0.12
H -1.626 -2.080 0.564 -0.007 -0.078 -0.183 0.13
H -5.685 -0.558 2.471 0.243 -0.115 0.068 0.14
H -5.436 -2.098 3.360 0.198 0.170 -0.095 0.14
H 2.304 -2.185 -0.441 -0.032 0.009 -0.026 0.12
H 1.398 -1.654 -1.861 0.174 -0.058 0.014 0.12
H 3.662 -0.584 -1.769 -0.091 0.020 0.149 0.13
H 3.256 0.129 -0.203 0.051 -0.057 -0.063 0.13

=====

45
Properties=species:S:1:pos:R:3:forces:R:3:lowdin_charge:R:1 method="wB97M-V/def2-TZVPD" lumo_energy_ha=0.0203 homo_ha=-0.297 total_energy_ev=-38955.138 fmax_ha_per_bohr=0.012 homo_lumo_gap_ev=8.6 relative_energy_ev=1.924 multiplicity=1
C -3.716 -3.395 0.771 -0.140 0.377 -0.129 -0.06
C -4.732 -2.396 0.237 -0.047 -0.517 -0.126 -0.22
O -4.226 -1.062 0.274 0.138 0.259 0.027 -0.01
C -3.424 -0.709 -0.753 -0.131 0.183 0.014 -0.54
O -3.180 -1.415 -1.705 0.025 -0.433 -0.215 0.09
N -2.958 0.554 -0.609 0.033 -0.001 0.114 -0.03
C -3.147 1.338 0.596 -0.117 0.123 0.296 -0.10
C -1.926 2.244 0.802 -0.151 0.050 0.218 -0.11
N -0.726 1.525 0.443 -0.216 0.035 -0.004 -0.04
C 0.078 1.046 1.424 0.040 0.080 -0.157 -0.41
O -0.153 1.237 2.604 0.012 -0.105 0.347 0.08
C 1.275 0.269 0.978 0.287 0.138 0.026 -0.09
C 1.427 -1.043 1.403 0.018 0.204 -0.117 -0.01
C 2.548 -1.774 1.069 0.138 -0.019 -0.082 -0.12
C 3.555 -1.178 0.318 0.168 -0.074 -0.052 -0.54
S 4.951 -2.192 -0.055 0.193 0.018 -0.088 0.90
C 6.096 -1.084 -0.929 -0.527 -0.216 0.295 -0.40
C 3.434 0.142 -0.096 0.040 0.205 -0.096 -0.03
C 2.297 0.871 0.231 -0.250 -0.151 0.150 -0.22
O 2.098 2.171 -0.126 -0.161 -0.300 0.230 -0.08
C 3.127 2.859 -0.794 0.184 0.130 -0.144 -0.07
C -0.619 1.164 -0.954 0.075 -0.035 -0.401 -0.10
C -2.024 1.084 -1.572 0.143 -0.121 -0.139 -0.11
H -4.157 -4.388 0.793 -0.028 -0.136 0.021 0.08
H -3.409 -3.119 1.777 0.017 -0.025 0.106 0.08
H -2.842 -3.412 0.124 0.060 -0.048 -0.034 0.07
H -5.628 -2.371 0.861 0.086 0.011 -0.104 0.12
H -5.002 -2.645 -0.795 -0.040 0.058 0.194 0.12
H -3.254 0.655 1.441 0.029 0.173 -0.059 0.13
H -4.061 1.940 0.520 0.061 0.000 0.105 0.13
H -1.997 3.148 0.191 -0.003 -0.013 0.051 0.13
H -1.842 2.527 1.853 -0.080 0.039 -0.187 0.13
H 0.647 -1.488 2.002 -0.086 -0.030 0.088 0.13
H 2.660 -2.797 1.390 -0.036 -0.132 0.076 0.10
H 6.357 -0.243 -0.293 0.084 0.097 -0.041 0.04
H 6.980 -1.681 -1.128 0.052 -0.020 -0.018 0.03
H 5.658 -0.755 -1.867 0.068 0.086 -0.076 0.04
H 4.220 0.603 -0.669 0.071 0.052 -0.051 0.08
H 2.763 3.877 -0.924 0.067 -0.060 -0.018 0.10
H 4.048 2.881 -0.202 -0.035 -0.025 -0.022 0.10
H 3.334 2.423 -1.777 0.003 0.009 0.057 0.10
H -0.018 1.905 -1.495 -0.035 -0.111 -0.028 0.12
H -0.123 0.193 -1.031 -0.074 0.117 -0.060 0.14
H -2.020 0.416 -2.435 0.028 0.189 0.065 0.13
H -2.366 2.074 -1.890 0.041 -0.063 -0.031 0.13

=====

51
Properties=species:S:1:pos:R:3:forces:R:3:lowdin_spin:R:1 method="wB97M-V/def2-TZVPD" lumo_energy_ha="-0.2284 / -0.2302" homo_ha="-0.513 / -0.513" total_energy_ev=-140739.168 fmax_ha_per_bohr=0.021 homo_lumo_gap_ev="7.7 / 7.7" relative_energy_ev=0.000 multiplicity=2 total_charge=+2
Ti 0.618 0.055 -1.246 0.603 -0.396 -0.779 0.93
C 1.284 -1.081 -3.579 -0.107 -0.031 0.053 0.00
C 2.468 -0.596 -3.019 -0.031 -0.030 0.008 0.00
C 2.895 -1.050 -1.772 0.026 -0.082 0.079 0.00
C 2.118 -1.968 -1.058 -0.087 0.040 0.040 0.00
C 0.906 -2.410 -1.592 -0.095 0.040 -0.048 0.01
C 0.491 -1.971 -2.861 0.035 -0.080 0.158 0.01
H 0.953 -0.722 -4.544 0.001 0.027 0.010 0.00
H 3.049 0.149 -3.543 0.001 -0.001 -0.005 0.00
H 3.803 -0.654 -1.344 0.016 -0.025 0.009 0.00
H 2.430 -2.299 -0.076 0.048 -0.041 -0.015 0.00
H 0.271 -3.070 -1.017 0.023 -0.088 -0.044 0.00
H -0.457 -2.301 -3.261 0.002 -0.023 -0.012 0.00
N 1.849 4.378 -1.778 0.157 0.036 0.054 0.00
C 0.804 3.618 -0.990 -0.089 -0.038 0.046 0.00
C 0.024 4.589 -0.113 -0.004 -0.004 0.025 0.00
P -0.273 2.898 -2.374 -0.187 0.117 0.039 0.01
O -1.746 2.903 -1.795 0.188 -0.057 0.012 0.00
O -0.027 3.812 -3.502 0.023 0.037 -0.028 0.00
O 0.105 1.422 -2.509 -0.165 0.195 0.058 0.03
P 1.665 2.280 -0.111 0.044 0.062 0.269 0.00
O 2.327 3.021 1.107 -0.210 0.110 -0.110 0.00
O 0.619 1.231 0.337 -0.039 0.281 0.303 0.01
O 2.574 1.618 -1.091 0.028 0.026 -0.006 0.00
H 1.363 4.684 -2.647 -0.003 0.057 -0.115 0.00
H 2.613 3.754 -2.061 -0.011 0.031 0.002 0.00
H 2.234 5.168 -1.254 -0.024 -0.033 -0.043 0.00
H -0.488 5.335 -0.724 0.000 0.002 0.007 0.00
H 0.682 5.097 0.593 0.001 -0.002 -0.007 0.00
H -0.731 4.047 0.453 -0.004 0.006 -0.004 0.00
H -2.313 3.592 -2.165 -0.078 0.090 -0.050 0.00
H 2.730 2.513 1.820 0.118 -0.082 0.028 0.00
C -3.187 -3.259 0.400 -0.026 -0.050 -0.027 0.00
N -2.273 -2.456 1.198 -0.009 -0.016 -0.069 0.00
C -1.662 -1.330 0.825 -0.037 0.166 0.064 0.01
Se -1.831 -0.451 -0.834 -0.097 -0.186 0.114 -0.01
N -0.935 -0.879 1.864 0.021 0.095 -0.134 0.00
C -1.085 -1.735 2.952 -0.013 -0.022 0.075 0.00
C -0.569 -1.714 4.241 0.013 0.026 -0.001 0.00
C -0.950 -2.751 5.072 0.076 0.097 0.039 0.00
C -1.808 -3.767 4.639 -0.080 -0.093 -0.045 0.00
C -2.323 -3.786 3.356 0.001 0.011 -0.017 0.00
C -1.939 -2.742 2.523 -0.005 -0.063 0.120 0.00
H -3.221 -2.859 -0.609 -0.009 -0.010 -0.004 0.00
H -4.183 -3.223 0.838 0.004 0.001 -0.003 0.00
H -2.836 -4.289 0.378 -0.014 -0.011 -0.006 0.00
H -0.474 0.021 1.847 -0.011 -0.096 -0.012 0.00
H 0.086 -0.926 4.585 -0.003 -0.008 -0.003 0.00
H -0.580 -2.776 6.088 0.005 0.009 -0.010 0.00
H -2.078 -4.554 5.328 -0.003 -0.001 -0.009 0.00
H -2.992 -4.569 3.028 0.004 0.007 -0.002 0.00